Record 1
111
Properties=species:S:1:pos:R:3:forces:R:3:mulliken_charge:R:1 method="wB97M-V/def2-TZVPD" e_lumo_ev=-6.529 energy_ev=-173486.4096 total_charge=+2 spin_multiplicity=1 homo_lumo_gap_ev=5.6
Ti 1.67106 -0.96803 -0.16808 -0.42 0.23 0.02 -1.430
O 2.07584 -2.41610 3.94883 0.02 0.04 -0.01 -0.502
C 2.09507 -1.81060 2.78875 -0.10 -0.13 -0.04 -0.412
O 1.38856 -2.11953 1.83863 0.10 0.06 -0.03 0.064
C 3.02766 -0.67048 2.65170 0.03 0.06 0.01 0.010
C 3.87479 -0.15510 3.60761 -0.01 -0.01 0.00 -0.674
C 4.66877 0.93700 3.25032 0.01 0.00 -0.01 -0.905
C 4.57792 1.46687 1.97452 -0.11 0.07 0.06 -0.947
C 3.66627 0.89970 1.09595 0.14 -0.12 -0.10 1.120
N 2.93354 -0.15105 1.42512 0.08 -0.03 0.02 1.249
C 3.45200 1.32415 -0.33429 0.09 0.11 -0.05 -0.506
O 4.13407 2.14330 -0.87797 -0.07 -0.03 0.07 -0.615
O 2.46758 0.63594 -0.90348 0.02 0.02 -0.02 -0.398
H 1.41072 -3.12620 3.94496 0.00 0.02 -0.02 0.502
H 3.92106 -0.59256 4.59488 0.00 0.00 0.00 0.696
H 5.35431 1.36180 3.97086 0.01 0.00 0.00 0.543
H 5.17662 2.30519 1.64635 -0.01 0.01 0.00 0.637
C -2.24691 -3.08157 -0.78696 0.00 0.00 0.01 -0.867
C -1.80943 -4.39011 -0.64845 0.02 0.00 0.00 -1.296
C -0.45805 -4.64291 -0.48712 -0.02 0.01 0.05 -1.050
C 0.45979 -3.59137 -0.44306 -0.03 -0.01 -0.13 0.654
C 0.01921 -2.25035 -0.53154 0.12 -0.07 0.02 1.693
C -1.33802 -2.03315 -0.72549 -0.04 0.02 -0.01 0.787
C 1.90870 -3.85184 -0.41140 0.01 0.01 -0.09 0.785
C 2.46717 -5.14576 -0.33228 -0.02 -0.02 0.08 -1.106
C 3.82006 -5.29988 -0.31935 0.01 0.00 -0.02 -1.518
C 4.67360 -4.18082 -0.45638 -0.03 0.04 0.01 1.243
C 6.08035 -4.29440 -0.50257 0.01 0.00 0.01 -0.941
C 6.85547 -3.18780 -0.70529 0.01 -0.01 0.00 -0.867
C 6.24777 -1.93242 -0.89889 -0.01 0.01 0.00 -1.037
C 4.88591 -1.79264 -0.85021 -0.01 0.01 -0.01 -0.352
C 4.07330 -2.91368 -0.59548 0.04 -0.06 -0.01 -0.087
N 2.70223 -2.77994 -0.51521 -0.08 0.07 -0.06 1.096
H -3.29666 -2.86380 -0.94322 0.02 -0.01 0.01 0.440
H -2.51208 -5.21105 -0.68545 0.00 -0.01 0.00 0.449
H -0.13058 -5.67059 -0.41579 0.01 -0.01 0.00 0.399
H -1.72720 -1.03404 -0.84812 0.00 -0.06 0.01 -0.195
H 1.82526 -6.00887 -0.26159 -0.01 0.00 0.01 0.692
H 4.25686 -6.28705 -0.22902 0.00 0.00 0.00 0.457
H 6.52867 -5.27307 -0.38889 0.00 0.00 0.00 0.489
H 7.93211 -3.27473 -0.74707 0.00 0.00 0.00 0.441
H 6.86429 -1.06931 -1.11300 0.00 0.01 0.00 0.569
H 4.43038 -0.84057 -1.08549 0.00 0.00 0.00 0.509
C 3.08456 -0.66181 -4.72055 -0.01 -0.02 0.01 -0.873
O 2.79471 -0.99511 -3.34113 0.04 0.01 -0.05 -0.035
P 1.33252 -0.93177 -2.74251 0.03 -0.08 0.29 1.884
O 0.44602 -1.91648 -3.61651 -0.06 0.05 -0.04 -0.496
C 0.71695 -3.31866 -3.78115 0.05 -0.02 0.00 -0.712
O 0.68529 0.45421 -3.12815 0.03 0.01 0.18 -0.295
C -0.37870 0.73057 -4.06469 -0.01 -0.02 -0.04 -0.728
H 2.73793 -1.45961 -5.37480 0.00 0.00 -0.01 0.308
H 4.16234 -0.56204 -4.79055 0.00 0.00 -0.01 0.270
H 2.60869 0.28116 -4.98292 0.01 0.01 0.00 0.312
H 0.50634 -3.56162 -4.81902 0.00 -0.01 0.00 0.410
H 0.05985 -3.88461 -3.12607 -0.01 0.00 0.01 0.173
H 1.76133 -3.54679 -3.56071 0.00 0.01 0.00 0.270
H -0.20750 1.73928 -4.42937 -0.01 -0.01 0.00 0.301
H -1.32934 0.68394 -3.53715 -0.03 -0.02 -0.02 0.157
H -0.37070 0.01869 -4.88455 0.00 0.00 -0.01 0.384
C -1.19081 1.52833 -0.42645 0.05 0.10 -0.06 -0.532
C -2.08130 2.67897 0.03231 0.03 -0.05 0.00 -1.282
As -3.30010 3.14857 -1.46845 -0.04 -0.05 0.02 0.251
C -4.46330 4.36688 -0.49737 0.07 0.06 0.04 0.356
C -3.91116 5.32924 0.34450 -0.03 -0.02 -0.01 -0.295
C -4.72544 6.25624 0.97968 -0.02 0.00 0.00 -0.619
C -6.09676 6.23403 0.77111 0.02 0.01 0.00 -0.478
C -6.65085 5.28554 -0.07635 -0.01 -0.01 0.00 -0.650
C -5.83830 4.35684 -0.71078 -0.01 0.02 -0.02 -0.363
C -4.35975 1.50726 -1.30404 -0.01 0.02 -0.02 0.165
C -4.32133 0.57943 -2.34086 0.05 -0.02 0.03 -0.284
C -4.99255 -0.63466 -2.23505 0.00 -0.01 0.01 -0.789
C -5.72433 -0.92086 -1.09242 -0.02 0.02 -0.01 -0.608
C -5.79408 0.01173 -0.06299 0.01 0.01 -0.01 -0.595
C -5.11441 1.21682 -0.16782 0.00 -0.04 0.02 -0.342
P -0.11372 0.79918 0.86522 0.13 -0.20 -0.07 1.769
C 0.70082 2.27681 1.55705 -0.02 -0.01 0.00 1.231
C 0.70938 2.59571 2.91296 0.00 -0.03 0.03 -0.731
C 1.36847 3.73427 3.35972 0.00 -0.01 0.00 -0.793
C 2.01534 4.56983 2.46150 -0.01 -0.01 0.00 -0.814
C 1.98364 4.27696 1.10457 0.01 -0.01 0.00 -0.752
C 1.32824 3.14152 0.65555 0.00 0.02 -0.01 -0.546
C -1.18036 0.09323 2.14691 -0.05 0.02 -0.03 1.061
C -2.52877 -0.14121 1.88878 0.03 -0.02 0.02 -0.194
C -3.32695 -0.76700 2.83535 -0.01 -0.02 0.02 -1.070
C -2.79060 -1.16635 4.04926 -0.01 0.01 -0.01 -1.111
C -1.44755 -0.93571 4.31829 0.02 0.00 0.01 -1.499
C -0.64856 -0.31676 3.37182 0.03 0.00 -0.02 -0.494
H -0.50952 1.85338 -1.22053 -0.03 -0.03 0.04 0.846
H -1.79351 0.73397 -0.86808 0.01 0.05 0.03 -0.371
H -1.47896 3.54725 0.29661 -0.01 0.01 -0.02 0.758
H -2.67973 2.40186 0.90156 0.00 0.08 -0.01 0.496
H -2.84038 5.36923 0.50820 -0.01 0.01 0.01 0.306
H -4.28810 6.99957 1.63310 0.00 0.00 0.00 0.397
H -6.73171 6.95893 1.26230 0.00 0.00 0.00 0.390
H -7.71908 5.26907 -0.24732 0.00 0.00 0.00 0.398
H -6.28470 3.62090 -1.36948 0.00 0.01 -0.01 0.441
H -3.78213 0.81543 -3.25154 0.02 0.00 -0.01 0.531
H -4.96427 -1.34212 -3.05388 0.00 0.00 -0.01 0.492
H -6.26958 -1.85284 -1.01593 0.00 -0.01 0.00 0.472
H -6.39672 -0.19415 0.81298 0.00 0.00 0.00 0.556
H -5.19079 1.94764 0.62984 0.02 -0.02 0.02 0.462
H 0.17564 1.98532 3.62829 0.02 0.04 -0.02 0.520
H 1.35596 3.97693 4.41403 0.00 0.00 0.01 0.497
H 2.52097 5.45889 2.81384 0.00 0.00 0.00 0.446
H 2.46245 4.93345 0.39020 0.00 0.00 0.00 0.521
H 1.29346 2.94637 -0.40915 0.04 -0.03 -0.02 0.290
H -2.97839 0.17040 0.95603 -0.02 -0.03 -0.04 0.159
H -4.37424 -0.93462 2.62131 0.00 0.00 -0.02 0.565
H -3.41667 -1.64612 4.78935 0.00 0.00 0.00 0.442
H -1.02759 -1.22540 5.27300 0.00 0.00 0.01 0.555
H 0.39435 -0.13010 3.60578 -0.06 0.01 0.00 0.691

=====

Record 2
12
Properties=species:S:1:pos:R:3:forces:R:3:mulliken_charge:R:1 method="wB97M-V/def2-TZVPD" e_lumo_ev=-0.985 energy_ev=-9809.4525 spin_multiplicity=1 homo_lumo_gap_ev=9.0
C 1.26942 -0.70924 -1.00061 5.23 6.37 -0.06 -0.142
C 0.04727 -0.62608 -0.17294 -3.79 -2.28 1.52 0.221
C -1.13620 0.44179 -0.35864 1.55 2.30 -2.14 -0.555
C -0.51182 1.09502 1.06797 0.31 3.24 1.42 0.341
H 1.41854 -1.63743 -1.96418 -0.19 3.18 3.17 0.252
H -0.52142 -1.62823 -0.19222 1.21 0.99 0.20 0.292
H -2.16394 -0.00759 -0.29921 1.18 0.57 0.07 0.291
H -0.94874 1.02908 -1.37981 -0.83 -0.87 2.43 0.260
H 0.70149 -0.42898 1.98134 -0.26 0.72 -0.97 0.189
N 0.14688 -0.06968 1.18103 1.61 -1.54 1.00 -0.079
O 2.12523 0.41069 -0.68822 -4.76 -8.02 -2.91 -0.450
O -0.42670 2.13064 1.82550 -1.26 -4.66 -3.74 -0.620

=====

Number 1: highest occupied orbital energy -12.13 eV. Number 2: highest occupied orbital energy -10.03 eV.